{"formula": "C4H16O4", "method": "ωB97M-V/def2-TZVPD", "gap_ha": 0.3639, "smiles": "C=CCC.O.O.O.O", "homo_energy_ev": -9.8, "spin_multiplicity": 1, "e_above_lowest_kcal_mol": 31.3, "symbols": ["C", "C", "C", "C", "H", "H", "H", "H", "H", "H", "H", "H", "H", "H", "O", "H", "H", "O", "H", "H", "O", "H", "H", "O"], "coordinates": [[-1.572370, -0.847958, -2.303431], [-0.383701, -0.575826, -1.369680], [0.826136, -1.419203, -1.769816], [2.058716, -1.011973, -1.503389], [-1.699443, -1.929705, -2.390077], [-2.555521, -0.693717, -1.847487], [-1.440783, -0.296358, -3.227181], [-0.723401, -0.769696, -0.350524], [-0.003622, 0.442124, -1.469479], [0.575803, -2.305806, -2.340285], [2.909721, -1.624477, -1.778612], [2.273468, -0.043675, -1.073352], [0.890277, -2.071239, 1.587879], [0.709273, -0.710462, 2.138503], [0.666746, -1.636332, 2.422488], [-0.533549, 3.332512, 0.073416], [0.525668, 4.285463, 0.374952], [0.309453, 3.356191, 0.548683], [-1.711774, -0.896790, 2.767547], [-2.689861, 0.301337, 3.140120], [-2.612495, -0.562950, 2.734286], [1.885357, 1.843690, 1.281820], [0.928662, 2.316242, 2.333419], [1.367251, 1.518599, 2.020207]], "atomic_forces_ev_per_a": [[-0.289, -0.430, 0.981], [0.096, -0.364, -0.674], [-0.771, 0.824, 0.538], [0.270, -0.660, -0.544], [0.634, -0.121, -0.856], [0.198, 1.087, 0.019], [-0.342, -0.384, -0.341], [0.376, 0.040, 0.125], [-0.531, 0.247, 0.381], [0.400, -0.329, 0.215], [0.043, 0.098, -0.015], [-0.110, -0.001, 0.257], [-0.053, -0.288, 0.240], [0.149, 0.247, 0.412], [-0.123, 0.295, -0.682], [-0.017, -0.626, 0.185], [0.416, -0.151, 0.277], [-0.562, 1.261, -0.755], [0.248, 0.293, 0.245], [0.495, -0.035, 0.118], [-0.617, -0.347, -0.392], [-0.042, -0.052, -0.171], [-0.124, -0.155, -0.115], [0.257, -0.448, 0.550]]}

***

{"formula": "C11H10O2S", "method": "ωB97M-V/def2-TZVPD", "gap_ha": [0.2400, 0.2315], "homo_energy_ev": [-7.8, -8.1], "spin_multiplicity": 1, "e_above_lowest_kcal_mol": 74.0, "symbols": ["C", "C", "C", "C", "C", "C", "C", "C", "C", "C", "C", "O", "O", "S", "H", "H", "H", "H", "H", "H", "H", "H", "H", "H"], "coordinates": [[3.091932, 1.700755, 0.628500], [2.462095, 1.918530, -0.659909], [2.367465, 0.860885, 1.529890], [1.491640, 1.085523, -1.115480], [1.391279, 0.017407, 1.040346], [0.870721, 0.151931, -0.256608], [-2.315501, 0.878818, -0.592813], [-2.497770, 0.340561, 0.660526], [-0.202117, -0.696567, -0.639089], [-1.011846, -1.529404, 0.278279], [-1.912894, -2.465077, -0.542745], [-3.194235, 0.912993, 1.473842], [-1.841440, -0.848932, 1.116058], [-2.510047, 1.865328, -1.797211], [3.851734, 2.335107, 0.926151], [2.737206, 2.700852, -1.329810], [2.631077, 0.879307, 2.574922], [0.973259, 1.337165, -2.015444], [0.968541, -0.535373, 1.801491], [-0.595916, -0.619952, -1.595666], [-0.473384, -2.292483, 0.903652], [-1.346203, -2.592510, -1.454781], [-2.848657, -2.012281, -0.839806], [-2.086943, -3.392578, -0.094293]], "atomic_forces_ev_per_a": [[-3.978, -0.735, -1.218], [1.571, -0.890, 1.425], [1.861, 0.801, -1.720], [-1.443, 0.163, 0.662], [0.694, 2.069, 0.068], [0.228, -1.547, 0.196], [-0.116, 1.586, -1.992], [0.787, -2.270, 2.720], [0.867, 1.109, 1.411], [-0.131, -3.137, -1.068], [1.028, 1.276, -1.627], [-0.044, 0.068, -0.435], [-1.775, 3.548, 1.330], [0.332, -1.164, 0.983], [1.442, 1.057, 0.712], [0.688, 0.501, -0.130], [0.118, -0.323, 0.126], [-0.028, -0.102, -0.733], [-1.353, -1.610, 0.966], [-0.330, 0.067, -1.877], [0.295, 1.324, -0.204], [-0.103, -0.750, -0.521], [-0.297, 0.287, 0.128], [-0.313, -1.328, 0.800]]}

***

{"formula": "C5H7F", "method": "ωB97M-V/def2-TZVPD", "gap_ha": 0.3347, "smiles": "C/C=C/C=C\\F", "homo_energy_ev": -8.3, "spin_multiplicity": 1, "e_above_lowest_kcal_mol": 32.2, "symbols": ["C", "C", "C", "C", "C", "H", "H", "H", "H", "H", "H", "H", "F"], "coordinates": [[-1.936198, 1.169318, -0.481610], [-1.136263, -0.034192, -0.137070], [0.265644, -0.058613, 0.014069], [1.086536, -1.139826, 0.344876], [2.384202, -0.911263, 0.535700], [-2.433421, 1.571211, 0.423013], [-2.844906, 0.938663, -1.131242], [-1.239850, 1.994213, -0.955129], [-1.657215, -0.895893, 0.253837], [0.881748, 0.850438, -0.224877], [0.634746, -2.226441, 0.490910], [3.239592, -1.639493, 0.647042], [2.755384, 0.381878, 0.220480]], "atomic_forces_ev_per_a": [[-0.108, 1.371, -1.046], [3.743, -0.163, 1.160], [-4.048, 2.785, -1.773], [-0.147, -4.088, 1.432], [0.705, -0.257, -1.159], [0.501, 0.030, -0.216], [1.453, 0.223, 0.352], [-1.646, -1.555, 0.863], [-0.240, -0.325, -0.296], [-1.329, -0.750, 0.089], [1.156, 2.446, -0.242], [-1.158, 1.182, 0.111], [1.119, -0.899, 0.724]]}

***

{"formula": "C32H36N4O2PtS2", "method": "ωB97M-V/def2-TZVPD", "gap_ha": 0.2341, "homo_energy_ev": -6.4, "spin_multiplicity": 1, "e_above_lowest_kcal_mol": 0.0, "symbols": ["Pt", "N", "C", "C", "N", "C", "C", "N", "C", "C", "N", "H", "H", "H", "H", "H", "H", "O", "S", "C", "C", "C", "C", "S", "O", "C", "C", "C", "C", "C", "C", "C", "C", "C", "C", "C", "C", "H", "H", "H", "H", "H", "H", "H", "H", "H", "H", "H", "H", "H", "H", "H", "H", "H", "H", "C", "C", "C", "C", "C", "C", "C", "C", "C", "C", "H", "H", "H", "H", "H", "H", "H", "H", "H", "H", "H", "H"], "coordinates": [[-1.116570, 1.308762, 1.509494], [-4.613712, 3.853941, 2.098790], [-3.782753, 4.939327, 2.286076], [-2.530269, 4.506296, 1.973841], [-2.574450, 3.188242, 1.606596], [-3.831710, 2.824529, 1.697391], [-4.161909, 1.457359, 1.358384], [-3.166163, 0.654098, 1.070497], [-3.707714, -0.571544, 0.789726], [-5.062525, -0.495012, 0.909214], [-5.344392, 0.805642, 1.277885], [-5.592767, 3.824393, 2.319552], [-4.156952, 5.896055, 2.602577], [-1.605555, 5.058554, 1.983799], [-3.065039, -1.393249, 0.522300], [-5.839097, -1.224988, 0.769423], [-6.262300, 1.187388, 1.416075], [-1.046948, -1.944443, -0.084870], [-0.932781, -3.263464, -0.767472], [0.715151, -3.326351, -1.585655], [1.681687, -2.347925, -0.935618], [1.469448, -0.904271, -1.374902], [1.886536, -0.644627, -2.812468], [1.055540, 0.799493, -3.530424], [-0.406316, 0.599335, -3.326022], [1.604169, 1.981868, -2.293276], [2.937138, 2.374569, -2.242777], [3.336466, 3.285317, -1.278927], [2.404870, 3.803431, -0.382584], [1.078373, 3.409675, -0.450542], [0.668078, 2.494714, -1.414618], [-1.903015, -3.144278, -2.269710], [-2.262383, -4.293236, -2.959420], [-2.984648, -4.173936, -4.137575], [-3.342206, -2.915460, -4.607097], [-2.982709, -1.775774, -3.900531], [-2.263124, -1.883467, -2.718404], [0.592060, -3.141177, -2.653035], [1.051657, -4.356739, -1.458189], [2.702305, -2.666785, -1.171903], [1.596613, -2.400873, 0.152897], [2.068539, -0.264332, -0.726994], [0.427610, -0.619869, -1.215677], [1.639556, -1.457871, -3.500693], [2.960499, -0.457948, -2.901322], [3.656781, 1.973364, -2.947975], [4.373186, 3.592712, -1.223165], [2.722254, 4.510504, 0.373917], [0.352044, 3.776668, 0.266284], [-0.355325, 2.142266, -1.454781], [-1.986368, -5.270156, -2.578926], [-3.272064, -5.061357, -4.686583], [-3.902376, -2.825325, -5.528969], [-3.246515, -0.794129, -4.271817], [-1.955359, -1.004577, -2.161713], [2.038889, 1.495904, 3.568499], [1.468604, 0.266226, 2.831847], [0.582527, -0.512177, 3.801562], [0.647435, 0.813492, 1.672866], [2.631909, -0.574692, 2.300277], [2.832584, -1.902090, 2.669594], [3.882116, -2.650401, 2.144856], [4.760697, -2.086040, 1.236329], [4.585807, -0.757203, 0.867096], [3.541522, -0.017243, 1.395371], [1.215648, 2.109929, 3.934797], [2.653383, 2.112520, 2.910461], [2.655224, 1.174405, 4.412192], [-0.262740, 0.119828, 4.073295], [1.126154, -0.796801, 4.707542], [0.170866, -1.404962, 3.328572], [1.313080, 0.987078, 0.819615], [2.160059, -2.373195, 3.373082], [4.005866, -3.681825, 2.452086], [5.576187, -2.667757, 0.825259], [5.265381, -0.295316, 0.160446], [3.424254, 1.014980, 1.084272]], "atomic_forces_ev_per_a": [[0.152, 0.276, -0.171], [0.027, 0.011, 0.064], [-0.012, 0.033, -0.044], [0.048, 0.018, -0.013], [0.073, -0.226, 0.235], [-0.076, 0.000, -0.125], [-0.011, 0.033, 0.038], [0.084, -0.098, 0.079], [-0.030, 0.030, -0.040], [-0.004, 0.002, -0.010], [-0.039, -0.010, -0.023], [-0.013, -0.001, -0.055], [0.000, -0.007, 0.015], [-0.028, -0.035, 0.034], [-0.004, -0.017, 0.015], [-0.001, 0.002, -0.003], [0.006, 0.012, 0.009], [-0.089, -0.168, 0.101], [-0.013, -0.079, -0.093], [0.053, -0.118, -0.007], [0.080, -0.029, 0.055], [0.070, 0.138, 0.051], [0.044, -0.002, -0.025], [0.060, 0.059, -0.020], [0.028, 0.014, -0.029], [-0.094, 0.021, 0.017], [0.004, 0.002, -0.027], [0.001, -0.015, 0.019], [0.005, -0.004, -0.009], [-0.070, 0.068, -0.009], [0.046, -0.028, 0.022], [-0.031, 0.065, -0.017], [-0.018, -0.009, 0.010], [-0.004, 0.010, -0.009], [0.006, -0.017, 0.010], [0.004, 0.013, 0.014], [0.041, 0.013, 0.020], [-0.038, 0.035, 0.047], [-0.008, -0.011, -0.012], [-0.012, 0.002, -0.009], [-0.027, 0.014, -0.042], [-0.054, -0.016, -0.041], [0.020, -0.029, -0.036], [-0.064, 0.015, 0.034], [-0.001, -0.012, -0.041], [-0.001, 0.006, -0.005], [-0.003, 0.000, -0.008], [-0.003, -0.005, -0.006], [0.082, -0.053, -0.051], [0.009, 0.018, -0.009], [0.002, -0.001, 0.005], [-0.001, 0.000, -0.001], [-0.004, 0.000, 0.000], [0.006, -0.004, -0.003], [-0.026, -0.054, -0.047], [0.009, 0.018, 0.015], [-0.050, -0.049, -0.030], [-0.025, 0.034, 0.025], [-0.057, 0.274, 0.183], [0.017, -0.030, 0.005], [-0.010, -0.006, -0.005], [-0.008, 0.006, 0.015], [0.009, 0.009, 0.009], [0.005, -0.015, 0.002], [0.023, 0.003, 0.035], [-0.005, -0.016, 0.000], [-0.011, -0.001, -0.008], [0.012, 0.004, -0.008], [0.027, 0.020, 0.029], [0.004, -0.026, -0.013], [-0.008, 0.010, -0.009], [-0.108, -0.109, -0.096], [0.000, 0.004, -0.006], [0.003, -0.001, -0.004], [-0.001, 0.000, -0.003], [0.006, 0.006, 0.009], [-0.003, 0.001, 0.000]]}